The following is a quantum chemistry calculation of 8 unconnected molecules or ions with the total composition C25H54BrINO15P2S at a distorted geometry, from the OMol25 dataset.

ORCA input file:
```
! wB97M-V def2-TZVPD RIJCOSX def2/J DEFGRID3
* xyz 1 1
C 4.9715 -0.2466 -0.2230
C 4.1358 0.4307 0.5466
C 2.8407 -0.0991 1.0429
C 1.6891 0.4341 0.4618
O 1.9143 1.3466 -0.5107
C 0.4259 0.0279 0.8924
P -1.0789 0.8139 0.1321
O -1.6730 -0.1139 -0.8241
O -0.7760 2.1789 -0.6158
O -2.0642 1.2119 1.2970
C 0.3679 -0.9695 1.9032
P -1.2417 -1.6023 2.5664
O -2.3522 -1.5585 1.4529
O -1.1562 -3.1391 2.9774
S -1.7090 -0.4652 4.0644
C 1.5566 -1.4687 2.4404
C 1.4999 -2.4943 3.5308
C 1.6637 -3.8808 2.8872
O 1.1351 -4.2562 1.9075
I 3.0169 -5.2034 3.9184
N 2.7599 -1.0413 2.0006
C 3.9830 -1.6122 2.5824
C 4.3932 -0.9353 3.8921
O 4.6823 -1.5779 4.8266
Br 4.4558 0.9890 3.9283
H 5.9144 0.2161 -0.4722
H 4.7465 -1.2112 -0.6572
H 4.3830 1.4277 0.8810
H 2.2118 0.9097 -1.3202
H -0.6809 1.9344 -1.5525
H -1.5661 1.5702 2.0514
H -3.2014 -1.6409 1.9160
H -1.3755 -3.1470 3.9341
H 0.5819 -2.4018 4.0960
H 2.3017 -2.3900 4.2553
H 4.8169 -1.5146 1.8983
H 3.8824 -2.6737 2.7719
C -3.1391 5.0297 -2.0949
C -2.0343 5.6593 -2.9204
O -0.9060 5.9773 -2.0982
H -3.4554 5.7012 -1.2965
H -4.0063 4.7883 -2.7110
H -2.7815 4.1105 -1.6217
H -2.3737 6.5831 -3.3809
H -1.7136 4.9784 -3.7183
H -0.5969 5.1604 -1.6949
C 1.1943 3.3460 -6.1431
C 0.5201 2.3678 -5.2022
O 0.8592 2.6467 -3.8367
H 2.2774 3.3027 -6.0256
H 0.9444 3.1248 -7.1808
H 0.8845 4.3700 -5.9219
H 0.8446 1.3497 -5.4099
H -0.5668 2.4144 -5.3164
H 0.5670 3.5467 -3.6538
C -0.7178 -4.5370 7.5689
C -0.0800 -4.3040 6.2155
O -0.7158 -3.2195 5.5096
H -1.7789 -4.7584 7.4555
H -0.2389 -5.3669 8.0882
H -0.6381 -3.6439 8.1927
H -0.1781 -5.1876 5.5863
H 0.9853 -4.0758 6.3236
H -0.6298 -2.4234 6.0454
C -0.0483 -4.6283 -2.1901
C -1.3840 -4.4065 -1.5041
O -1.4249 -5.0559 -0.2352
H 0.1413 -5.6923 -2.3253
H -0.0224 -4.1400 -3.1657
H 0.7680 -4.2320 -1.5782
H -2.1958 -4.8183 -2.1007
H -1.5684 -3.3351 -1.3639
H -0.7149 -4.6866 0.2996
C -2.3367 9.6473 -6.5047
C -1.9079 8.1923 -6.5091
O -2.8346 7.3740 -5.7951
H -2.4248 10.0139 -5.4817
H -1.6188 10.2696 -7.0403
H -3.3153 9.7627 -6.9762
H -0.9413 8.0770 -6.0208
H -1.8221 7.8215 -7.5358
H -3.6910 7.4584 -6.2248
C 1.4452 -6.8407 -4.8887
C 2.7640 -7.5328 -5.1778
O 3.7089 -7.3016 -4.1337
H 1.5980 -5.7671 -4.7720
H 0.7276 -7.0084 -5.6930
H 1.0151 -7.2104 -3.9552
H 3.2045 -7.1507 -6.0969
H 2.6157 -8.6114 -5.2907
H 3.3338 -7.6497 -3.3197
C -4.3639 2.6790 6.4397
C -3.0700 2.3601 7.1642
O -2.0461 1.9636 6.2489
H -4.7050 1.8125 5.8720
H -5.1459 2.9684 7.1422
H -4.2172 3.4957 5.7286
H -3.2131 1.5332 7.8574
H -2.7240 3.2294 7.7317
H -1.9042 2.6940 5.6398
*
```

E in Eh: -6120.76403
HOMO in Eh: -0.4299
LUMO in eV: -4.68

The following is a quantum chemistry calculation of a molecular structure, C38H47AsBrNO6S2V at a distorted geometry, from the OMol25 dataset.

ORCA input file:
```
! wB97M-V def2-TZVPD RIJCOSX def2/J DEFGRID3
* xyz 3 1
V -0.3620 -0.0316 -0.2315
O 0.0941 -0.6356 1.4853
S 0.5919 -2.0493 2.0287
C 1.7716 -1.5676 3.3164
C 1.6230 -0.1515 3.8694
C 2.6194 0.8436 3.2799
C 2.5784 1.1389 1.7841
S 1.3907 2.3858 1.1547
O 0.2364 1.6418 0.3840
C 0.6112 3.0784 2.5664
C -0.4994 2.5073 3.1770
C -1.0408 3.1418 4.2823
C -0.4676 4.3139 4.7682
C 0.6394 4.8709 4.1450
C 1.1815 4.2633 3.0197
C -0.8088 -2.6525 2.9061
C -0.8191 -4.0267 3.1236
C -1.8786 -4.5731 3.8328
C -2.9067 -3.7546 4.2827
C -2.8856 -2.3868 4.0357
C -1.8285 -1.8168 3.3435
H 2.7532 -1.7448 2.8734
H 1.6092 -2.3329 4.0781
H 1.8199 -0.2059 4.9407
H 0.5958 0.1949 3.7762
H 3.6316 0.4719 3.4636
H 2.5557 1.7765 3.8409
H 2.4295 0.2715 1.1396
H 3.5229 1.5852 1.4656
H -0.9269 1.5877 2.7977
H -1.9101 2.7247 4.7731
H -0.8965 4.8017 5.6329
H 1.0690 5.7908 4.5166
H 2.0207 4.7177 2.5064
H -0.0276 -4.6650 2.7486
H -1.9065 -5.6370 4.0229
H -3.7337 -4.1879 4.8288
H -3.6931 -1.7620 4.3935
H -1.7977 -0.7533 3.1515
C -4.1923 1.0962 1.1945
C -3.2880 2.1513 0.5738
As -2.2324 1.5421 -0.9199
C -3.3902 0.5998 -2.1483
C -4.5210 1.4667 -2.7060
C -1.3283 3.0948 -1.6425
C -2.1902 3.9287 -2.5902
H -4.7273 1.5290 2.0391
H -3.6291 0.2331 1.5530
H -4.9428 0.7367 0.4902
H -2.5874 2.5837 1.2908
H -3.8599 2.9866 0.1554
H -3.7815 -0.2272 -1.5580
H -2.7543 0.1799 -2.9288
H -5.0476 2.0264 -1.9316
H -5.2526 0.8079 -3.1736
H -4.1744 2.1659 -3.4619
H -0.4161 2.7455 -2.1242
H -1.0409 3.6632 -0.7562
H -2.3130 3.4416 -3.5556
H -1.6851 4.8790 -2.7621
H -3.1762 4.1587 -2.1861
C 1.5776 -3.9650 -6.6283
C 1.5258 -2.9947 -5.4899
C 0.7250 -1.8518 -5.5832
C 0.6463 -0.9284 -4.5641
C -0.0836 0.3596 -4.8477
C 1.4038 -1.1698 -3.3850
C 2.2634 -2.2941 -3.2832
C 3.1205 -2.5893 -2.0848
C 2.2880 -3.1869 -4.3436
C 1.2803 -0.3648 -2.2056
O 2.0327 -0.1177 -1.2936
O -0.0664 0.1448 -1.9211
H 0.5716 -4.2820 -6.9061
H 2.1671 -4.8452 -6.3841
H 2.0194 -3.4873 -7.5047
H 0.1760 -1.6710 -6.4995
H -0.8439 0.2021 -5.6105
H 0.6253 1.0905 -5.2441
H -0.5559 0.8111 -3.9797
H 2.5341 -2.6209 -1.1639
H 3.8879 -1.8275 -1.9516
H 3.6075 -3.5522 -2.2149
H 2.9287 -4.0566 -4.2743
Br -5.9556 -4.9648 -0.5646
C -4.1544 -4.6688 -0.9691
C -3.4175 -5.6473 -1.6469
N -2.1342 -5.5165 -1.9717
C -1.5209 -4.3971 -1.6224
C -2.1729 -3.3652 -0.9448
C -3.5255 -3.4968 -0.6111
C -1.4395 -2.1753 -0.6029
O -0.1843 -2.0421 -0.6726
O -2.0243 -1.0800 -0.1904
H -3.8974 -6.5758 -1.9349
H -0.4772 -4.2969 -1.9004
H -4.0544 -2.7163 -0.0804
*
```

E in Eh: -8531.67505
HOMO (spin up / spin down) in Eh: -0.5841 / -0.5841
LUMO (spin up / spin down) in eV: -10.18 / -10.18

The following is a quantum chemistry calculation of 2 unconnected molecules or ions with the total composition C4H6O2, from the OMol25 dataset.

ORCA input file:
```
! wB97M-V def2-TZVPD RIJCOSX def2/J DEFGRID3
* xyz 0 1
O 0.6462 1.7916 -0.9015
C 1.0570 0.5582 -1.0305
C -1.3295 -1.1883 -0.0366
C -1.5123 -0.2891 0.9243
C 1.9444 0.1611 0.0925
O 3.0888 0.5742 0.1155
H 0.1823 2.0225 -1.7229
H -0.9933 -2.1938 0.1962
H -1.4947 -0.9742 -1.0890
H -1.3755 -0.5548 1.9687
H -1.8013 0.7391 0.7181
H 1.5878 -0.6464 0.7652
*
```

E in Eh: -306.33995
HOMO in Eh: -0.3293
LUMO in eV: 0.22